Here is a cluster of 10 separate species, C10H37O10 in total at a distorted geometry from OMol25. Energies are from ωB97M-V with the def2-TZVPD basis set.

Each line ends with the Mulliken charge.
Atoms and positions in Å:
C 9.962 -20.107 12.511  0.096
O 11.217 -20.729 12.788  -0.953
H 10.038 -19.029 12.370  -0.284
H 9.498 -20.502 11.607  -0.179
H 9.235 -20.179 13.321  0.351
C 12.942 -17.638 7.093  -0.167
O 14.105 -18.413 7.228  -0.816
H 12.592 -17.206 8.031  -0.226
H 13.055 -16.774 6.438  0.340
H 12.079 -18.201 6.738  -0.039
C 11.589 -19.362 9.587  6.003
O 12.432 -20.474 9.494  -0.985
H 10.854 -19.271 8.786  -1.268
H 11.008 -19.308 10.507  -1.139
H 12.171 -18.442 9.641  -2.294
C 15.081 -18.004 9.628  -0.813
O 14.275 -19.115 9.548  -0.355
H 16.100 -18.389 9.643  0.295
H 14.963 -17.260 8.840  0.147
H 14.850 -17.509 10.572  0.238
H 13.380 -18.782 9.645  -0.335
C 11.297 -20.500 6.586  -0.116
O 12.647 -20.783 6.290  -0.358
H 10.750 -20.395 5.649  0.364
H 10.805 -21.236 7.221  0.158
H 11.095 -19.559 7.098  -0.726
H 12.617 -21.395 5.551  0.254
C 9.793 -21.997 9.462  0.378
O 10.706 -22.782 10.297  -0.300
H 10.211 -21.127 8.955  -0.953
H 9.258 -22.632 8.756  0.321
H 9.111 -21.479 10.137  0.071
H 10.697 -23.682 9.962  0.257
C 9.955 -17.319 7.736  0.507
O 8.899 -16.375 7.473  -0.567
H 10.246 -17.743 6.775  0.362
H 10.805 -16.806 8.187  0.349
H 9.614 -18.105 8.410  -1.259
H 9.359 -15.600 7.141  0.395
C 12.357 -17.195 11.735  0.131
O 11.951 -15.958 12.258  -0.686
H 11.681 -17.980 12.074  0.000
H 12.219 -17.113 10.657  -0.192
H 13.332 -17.520 12.097  0.377
H 10.993 -15.913 12.302  0.331
C 9.038 -17.874 10.533  -0.293
O 8.283 -16.985 9.756  -0.495
H 10.040 -17.840 10.105  0.066
H 9.076 -17.655 11.600  0.515
H 8.683 -18.899 10.433  -0.053
H 8.611 -16.119 10.009  0.359
C 8.552 -19.740 8.094  0.283
O 7.391 -19.154 8.566  -0.579
H 8.445 -20.718 7.625  0.441
H 9.086 -19.189 7.319  0.422
H 9.260 -19.806 8.920  -0.814
H 7.146 -19.621 9.369  0.433

Summary:
Multiplicity: 1
HOMO-LUMO gap: 3.0 eV
DFT total energy: -1154.8437 Ha
Total charge: -3